# 1
ORCA calculation (ωB97M-V/def2-TZVPD) on a structure of composition C76H82Cl9Cu2N5O13 at a distorted geometry.

2S+1: 1
HOMO-LUMO gap (hartree): 0.19105
HOMO (eV): -7.2

Each line ends with the Mulliken charge.
CARTESIAN COORDINATES (ANGSTROEM)
C (-6.9941, 12.3717, 21.9634)  -0.399
N (-5.6214, 12.1304, 21.3886)  1.156
C (-4.9499, 11.0420, 21.7824)  -0.757
C (-3.6492, 10.8114, 21.2703)  -0.313
C (-3.0344, 11.8315, 20.4562)  1.486
C (-3.7482, 12.9867, 20.1707)  -0.857
C (-5.0507, 13.0956, 20.6285)  -0.056
C (-1.6428, 11.7203, 19.9794)  1.334
C (-0.6841, 11.2758, 20.9284)  -0.961
C (0.5845, 10.9517, 20.4871)  -0.139
N (0.9207, 11.0336, 19.1795)  0.809
C (0.0557, 11.5997, 18.2778)  -0.993
C (-1.2735, 11.8619, 18.6195)  -0.500
C (2.1942, 10.6298, 18.8139)  -0.587
H (-7.5154, 13.2188, 21.5177)  0.058
H (-6.8594, 12.4668, 23.0409)  -0.295
H (-7.5721, 11.4612, 21.8054)  0.522
H (-5.5078, 10.4421, 22.4861)  0.444
H (-3.0839, 9.9553, 21.6078)  -0.101
H (-3.3358, 13.8028, 19.5960)  0.024
H (-5.6146, 14.0101, 20.5189)  0.088
H (-0.8265, 11.2209, 21.9976)  0.601
H (1.3453, 10.4561, 21.0718)  -0.182
H (0.3809, 11.6202, 17.2482)  0.539
H (-1.9745, 12.2612, 17.9015)  0.373
H (2.9388, 11.1925, 19.3770)  -0.424
H (2.3557, 10.7935, 17.7484)  0.342
H (2.2659, 9.5831, 19.1096)  0.424
Cu (-2.2603, 7.2771, 21.8174)  0.435
Cu (0.3179, 7.8252, 21.5655)  0.480
C (3.9470, 8.8224, 21.6264)  -0.463
O (2.6930, 8.2861, 21.4487)  -0.579
H (4.5725, 8.3052, 22.3540)  0.361
H (4.4950, 9.0085, 20.7028)  -0.026
H (3.8672, 9.8754, 21.8963)  -0.103
C (-1.8713, 8.1619, 18.5119)  -0.488
O (-1.0207, 7.7727, 19.5592)  -0.688
H (-2.8940, 8.3759, 18.8224)  -0.008
H (-1.4621, 9.0467, 18.0243)  0.029
H (-1.9623, 7.3151, 17.8317)  0.526
Cl (-11.0797, 11.6538, 21.1754)  1.613
O (-10.2188, 11.1576, 22.2188)  -0.641
O (-10.3264, 12.1306, 20.0614)  -0.570
O (-11.8562, 10.5064, 20.6876)  -0.703
O (-11.9031, 12.6724, 21.8011)  -0.694
O (-1.1358, 8.9436, 22.8987)  -0.217
H (-1.4474, 9.1923, 23.7907)  -0.175
Cl (-5.5097, 18.2445, 24.2176)  -0.157
C (-7.0755, 18.2607, 23.3662)  -0.622
C (-6.9563, 17.1413, 22.2444)  -0.416
Cl (-6.3315, 15.5492, 22.8727)  0.146
H (-7.2299, 19.2634, 22.9677)  0.402
H (-7.8300, 18.0605, 24.1270)  0.360
H (-6.2031, 17.5139, 21.5502)  0.156
H (-7.9195, 17.0166, 21.7497)  0.221
Cl (0.8157, 12.7366, 24.6311)  -0.131
C (0.3363, 11.0125, 24.9598)  0.145
C (1.3255, 10.0053, 24.3804)  0.324
Cl (2.9497, 10.1711, 25.1995)  -0.216
H (-0.6306, 10.8070, 24.5005)  -0.615
H (0.1395, 10.7800, 26.0064)  0.598
H (1.5598, 9.9060, 23.3206)  -0.586
H (0.7839, 9.0751, 24.5522)  0.418
Cl (-4.5336, 16.6445, 19.1336)  0.091
C (-3.1906, 17.6396, 18.7199)  -0.285
C (-2.3732, 17.0883, 17.4907)  -0.617
Cl (-1.6938, 15.4965, 17.7873)  0.088
H (-2.5348, 17.6680, 19.5901)  -0.327
H (-3.4829, 18.6896, 18.7331)  0.457
H (-1.4558, 17.6751, 17.5366)  0.352
H (-2.8857, 17.0801, 16.5287)  0.246
Cl (4.2882, 6.4109, 15.8148)  -0.236
C (4.9772, 6.1522, 17.5519)  -0.545
C (4.6334, 7.3854, 18.4590)  -0.453
Cl (5.1790, 8.9515, 17.7968)  -0.093
H (6.0647, 6.1256, 17.4831)  0.332
H (4.5771, 5.1971, 17.8920)  0.410
H (5.1561, 7.2340, 19.4034)  0.409
H (3.5518, 7.5048, 18.5215)  0.195
C (6.5540, 14.5141, 15.9195)  -1.038
C (6.3976, 13.1183, 15.3874)  -0.468
C (5.4809, 12.1968, 16.3433)  -0.419
C (4.2658, 12.8987, 16.8325)  0.334
N (3.3218, 13.4996, 17.2562)  -0.542
H (5.6432, 15.0604, 16.1648)  0.221
H (7.0493, 15.0210, 15.0914)  0.369
H (7.2361, 14.5427, 16.7692)  0.296
H (7.4080, 12.7096, 15.3912)  0.313
H (5.9539, 13.2366, 14.3988)  0.340
H (6.0379, 12.0583, 17.2699)  0.205
H (5.2556, 11.1828, 16.0127)  0.406
C (5.0146, 12.5773, 21.2534)  -0.674
C (4.3755, 13.4064, 22.3377)  0.750
C (5.4946, 14.0730, 23.2980)  -0.652
C (6.5149, 14.9001, 22.5933)  0.216
N (7.3136, 15.5012, 22.0756)  -0.432
H (5.3031, 13.2600, 20.4541)  0.467
H (4.3681, 11.8155, 20.8177)  -0.544
H (5.9550, 12.0950, 21.5203)  0.469
H (3.6140, 12.8643, 22.8985)  0.052
H (3.7728, 14.1790, 21.8603)  -0.340
H (5.9403, 13.2741, 23.8906)  0.367
H (4.9826, 14.7508, 23.9811)  0.354
C (-11.9484, 16.1368, 17.3954)  -1.341
C (-10.5354, 16.3817, 17.9282)  -0.290
C (-10.2051, 15.4150, 19.0446)  -0.274
C (-8.8609, 15.5082, 19.5251)  0.067
N (-7.7348, 15.4789, 19.8129)  -0.266
H (-12.0726, 15.1778, 16.8925)  0.349
H (-12.0848, 16.8767, 16.6066)  0.386
H (-12.8226, 16.2178, 18.0413)  0.347
H (-10.4711, 17.3916, 18.3332)  0.320
H (-9.7713, 16.2708, 17.1589)  0.267
H (-10.5307, 14.4355, 18.6946)  0.202
H (-10.8264, 15.7385, 19.8797)  0.334
C (-6.6176, 8.8781, 24.4541)  -1.146
C (-7.6602, 9.7484, 24.5764)  -0.249
C (-7.6029, 11.0200, 25.1006)  -0.708
C (-6.4059, 11.5129, 25.5160)  0.443
C (-5.2686, 10.6869, 25.4730)  0.490
C (-5.4373, 9.3572, 24.9562)  -0.442
C (-3.9675, 11.2138, 25.9187)  0.304
O (-3.0304, 10.4305, 26.0148)  -0.721
C (-3.8239, 12.6995, 26.2186)  -0.106
C (-2.5594, 13.2748, 26.5288)  -0.229
C (-2.4326, 14.5358, 26.9365)  -0.928
C (-3.5301, 15.3428, 26.8937)  -0.456
C (-4.7705, 14.8717, 26.5021)  -0.514
C (-4.9299, 13.5560, 26.1695)  0.838
C (-6.3444, 12.9821, 25.8642)  0.313
O (-7.3345, 13.7080, 25.9846)  -0.669
H (-6.7060, 7.8530, 24.1258)  0.560
H (-8.6348, 9.3140, 24.4094)  0.369
H (-8.4184, 11.7210, 25.2003)  0.557
H (-4.5663, 8.7235, 25.0348)  0.542
H (-1.6559, 12.6842, 26.5653)  0.465
H (-1.4474, 14.7907, 27.2984)  0.445
H (-3.4791, 16.4072, 27.0696)  0.371
H (-5.5731, 15.5890, 26.5892)  0.503
C (-7.3543, 10.4237, 18.4331)  -0.807
C (-6.2682, 9.5995, 18.2966)  -0.848
C (-5.1680, 10.0519, 17.5472)  -0.454
C (-5.1512, 11.3243, 16.9941)  0.909
C (-6.2363, 12.2090, 17.0999)  0.443
C (-7.3476, 11.7893, 17.8798)  -1.094
C (-6.3205, 13.5698, 16.4577)  0.417
O (-7.3231, 14.2940, 16.5141)  -0.703
C (-5.1442, 13.9665, 15.6068)  0.554
C (-5.0789, 15.2337, 14.9733)  -0.330
C (-3.9673, 15.6519, 14.2291)  -0.882
C (-3.0768, 14.6712, 13.8989)  -0.583
C (-3.0736, 13.3841, 14.4744)  -0.647
C (-4.0840, 13.0411, 15.3808)  0.187
C (-3.9997, 11.7608, 16.0940)  0.545
O (-3.0643, 10.9606, 15.9218)  -0.783
H (-8.2164, 10.0630, 18.9745)  0.542
H (-6.1952, 8.7617, 18.9743)  0.447
H (-4.3575, 9.3808, 17.3043)  0.626
H (-8.2041, 12.4127, 18.0901)  0.609
H (-5.9041, 15.9104, 15.1394)  0.455
H (-4.0163, 16.6105, 13.7340)  0.556
H (-2.3211, 14.8795, 13.1560)  0.405
H (-2.1468, 12.8340, 14.4059)  0.430
C (2.6264, 16.8722, 17.9238)  -0.538
C (2.1261, 18.1623, 17.9534)  -0.815
C (1.2437, 18.5483, 18.9792)  -0.647
C (0.8562, 17.6705, 19.9629)  0.568
C (1.4391, 16.3711, 19.9864)  0.493
C (2.3721, 15.9999, 19.0250)  -0.565
C (0.9156, 15.3527, 20.8951)  0.018
O (1.2765, 14.1603, 20.8627)  -0.258
C (-0.3575, 15.6788, 21.7515)  0.571
C (-1.0064, 14.6601, 22.4285)  -0.526
C (-2.0371, 14.9338, 23.2961)  -0.200
C (-2.4589, 16.2215, 23.5425)  -0.233
C (-1.8610, 17.2187, 22.8328)  -0.921
C (-0.7768, 16.9958, 21.9218)  0.380
C (-0.2444, 18.1409, 20.9920)  0.205
O (-0.5840, 19.2619, 21.1009)  -0.588
H (3.2465, 16.5029, 17.1204)  0.409
H (2.3726, 18.7999, 17.1172)  0.393
H (0.9292, 19.5807, 19.0200)  0.465
H (2.5956, 14.9458, 18.9522)  0.442
H (-0.5223, 13.6983, 22.5125)  0.245
H (-2.5266, 14.1164, 23.8048)  0.641
H (-3.2802, 16.4671, 24.1994)  0.029
H (-2.2173, 18.2378, 22.8611)  0.476

---

# 2
ORCA calculation (ωB97M-V/def2-TZVPD) on a cluster of 7 separate species, C77H50F8O12S in total at a distorted geometry.

2S+1: 1
HOMO-LUMO gap (hartree): 0.28567
Energy relative to the best compared isomer or geometry (same formula, charge and spin) (eV): 5.889
HOMO (eV): -9.3

Each line ends with the Mulliken charge.
CARTESIAN COORDINATES (ANGSTROEM)
C (4.0718, -0.8968, 3.3327)  -0.838
C (2.6132, -1.1526, 3.7393)  0.943
C (1.6577, -1.0932, 2.5329)  0.166
F (1.7839, -2.1143, 1.6513)  -0.271
F (0.3833, -1.1912, 2.9587)  -0.297
F (2.4612, -2.1789, 4.6106)  -0.319
F (2.2670, -0.1496, 4.5343)  -0.308
O (4.1964, 0.0891, 2.3175)  -0.332
C (5.5691, 0.4521, 2.0959)  0.745
C (6.2756, -0.6324, 1.1996)  0.241
F (5.5291, -0.9862, 0.1462)  -0.242
F (7.4012, -0.0965, 0.7172)  -0.261
F (5.4305, 1.7325, 1.6382)  -0.274
F (6.2761, 0.4934, 3.2193)  -0.283
H (4.3636, -1.8573, 2.9080)  0.386
H (4.6178, -0.8316, 4.2738)  0.378
H (1.7102, -0.0687, 2.1643)  0.299
H (6.5744, -1.5262, 1.7474)  0.262
C (6.0053, -5.5528, 6.9838)  -0.906
S (7.1660, -5.2310, 5.6531)  0.502
O (7.7404, -3.8767, 6.0457)  -0.597
C (8.2772, -6.6580, 6.0041)  -0.997
H (5.0851, -4.9704, 6.9388)  0.306
H (6.5406, -5.7456, 7.9136)  0.338
H (5.6867, -6.5779, 6.7946)  0.337
H (7.8778, -7.6718, 6.0348)  0.378
H (8.6553, -6.6484, 7.0263)  0.345
H (9.0889, -6.6667, 5.2766)  0.295
C (-2.9255, 3.2690, 6.5275)  -0.611
C (-4.0237, 3.5590, 7.3281)  -0.478
C (-5.2603, 3.8536, 6.6901)  -0.564
C (-5.4982, 3.6080, 5.3496)  0.427
C (-4.3824, 3.2538, 4.4879)  0.161
C (-3.1239, 3.2130, 5.1395)  -0.345
C (-4.6584, 3.0862, 2.9985)  0.375
O (-3.6716, 2.8028, 2.2386)  -0.681
C (-6.0322, 2.9502, 2.5434)  0.516
C (-6.3607, 2.5561, 1.2425)  -0.612
C (-7.6825, 2.5163, 0.7601)  -0.295
C (-8.7205, 3.0471, 1.5677)  -0.660
C (-8.3504, 3.4686, 2.8163)  -0.502
C (-7.0752, 3.3433, 3.4553)  0.231
C (-6.9043, 3.7564, 4.9210)  0.433
O (-7.8297, 4.1688, 5.6671)  -0.650
H (-1.9743, 3.0872, 7.0057)  0.405
H (-4.0548, 3.7652, 8.3878)  0.365
H (-6.0800, 4.1396, 7.3325)  0.426
H (-2.2820, 3.0698, 4.4783)  0.485
H (-5.5780, 2.3338, 0.5323)  0.459
H (-7.8637, 2.1457, -0.2380)  0.390
H (-9.6599, 3.3686, 1.1427)  0.371
H (-9.2188, 3.8707, 3.3170)  0.356
C (-2.5494, -12.4492, 11.0047)  -0.480
C (-3.8704, -12.7602, 10.6681)  -0.438
C (-4.4729, -12.2207, 9.5379)  -0.541
C (-3.7296, -11.3650, 8.7155)  0.504
C (-2.3591, -11.0314, 9.0352)  0.318
C (-1.7819, -11.6584, 10.1393)  -0.619
C (-1.5779, -10.0047, 8.2832)  0.756
O (-0.4383, -9.8397, 8.5727)  -0.628
C (-2.2984, -9.2796, 7.2713)  0.263
C (-1.5600, -8.2450, 6.6890)  -0.475
C (-2.0283, -7.5405, 5.5488)  -0.671
C (-3.2733, -7.9328, 5.0789)  -0.290
C (-4.0642, -8.9194, 5.6736)  -0.698
C (-3.6379, -9.6031, 6.8151)  0.290
C (-4.3515, -10.8246, 7.3823)  0.170
O (-5.4514, -11.1721, 7.0059)  -0.584
H (-2.1301, -12.8798, 11.9020)  0.375
H (-4.4191, -13.2841, 11.4368)  0.363
H (-5.5133, -12.5100, 9.5216)  0.376
H (-0.7680, -11.4572, 10.4520)  0.427
H (-0.6555, -7.9598, 7.2057)  0.425
H (-1.5768, -6.6913, 5.0574)  0.403
H (-3.4632, -7.3993, 4.1592)  0.333
H (-4.9440, -9.2510, 5.1422)  0.422
C (1.7199, 2.5677, -3.6260)  -0.755
C (0.4998, 2.8252, -4.2112)  -0.728
C (0.3450, 3.2139, -5.4947)  -0.793
C (1.4471, 3.2199, -6.3004)  0.978
C (2.7593, 2.8158, -5.8024)  0.345
C (2.8552, 2.4919, -4.3984)  -0.958
C (3.9931, 2.9514, -6.6336)  0.378
O (5.0199, 2.4889, -6.3040)  -0.588
C (3.8061, 3.6743, -8.0228)  0.036
C (4.9051, 3.8235, -8.8710)  -0.345
C (4.8206, 4.4363, -10.1294)  -0.703
C (3.5598, 4.8859, -10.5112)  -0.406
C (2.3594, 4.5561, -9.7982)  -0.605
C (2.5051, 4.0291, -8.5250)  0.395
C (1.2814, 3.7352, -7.6917)  0.507
O (0.1560, 3.7984, -8.1574)  -0.686
H (1.8207, 2.4052, -2.5631)  0.604
H (-0.3109, 2.9636, -3.5112)  0.573
H (-0.5833, 3.6207, -5.8676)  0.577
H (3.8413, 2.3656, -3.9766)  0.522
H (5.9070, 3.5156, -8.6107)  0.428
H (5.7251, 4.7795, -10.6095)  0.367
H (3.4982, 5.4192, -11.4483)  0.392
H (1.4293, 4.7397, -10.3155)  0.465
C (1.4961, 8.8674, -6.4020)  -0.621
C (0.1757, 9.1282, -6.1680)  -0.583
C (-0.3802, 8.8045, -4.8880)  -0.593
C (0.4102, 8.1605, -3.8740)  0.248
C (1.8293, 8.0106, -4.1239)  0.221
C (2.3328, 8.3513, -5.3515)  -0.377
C (2.6906, 7.4310, -3.0727)  0.680
O (3.9096, 7.3449, -3.2498)  -0.690
C (2.0721, 7.0672, -1.7787)  0.377
C (2.8742, 6.4938, -0.8343)  -0.544
C (2.3810, 6.3296, 0.4476)  -0.767
C (1.0780, 6.5152, 0.6600)  -0.205
C (0.1695, 6.9815, -0.2729)  -1.032
C (0.7047, 7.2483, -1.5489)  0.566
C (-0.2278, 7.7634, -2.5904)  0.513
O (-1.4510, 8.0267, -2.2410)  -0.688
H (2.0437, 9.1148, -7.2994)  0.441
H (-0.4825, 9.4605, -6.9572)  0.401
H (-1.4477, 8.8813, -4.7427)  0.433
H (3.4045, 8.4422, -5.4490)  0.464
H (3.9524, 6.4529, -0.8816)  0.455
H (3.0381, 5.9072, 1.1933)  0.446
H (0.7350, 6.2674, 1.6536)  0.376
H (-0.8340, 7.1281, 0.0985)  0.482
C (-3.0200, -1.8082, -3.3995)  -0.340
C (-4.1068, -1.6446, -4.2067)  -0.771
C (-3.8169, -1.4204, -5.5373)  -0.253
C (-2.5387, -1.4602, -6.0865)  0.209
C (-1.4607, -1.7264, -5.2530)  0.521
C (-1.6548, -1.7890, -3.8875)  -0.804
C (-0.0312, -1.7900, -5.8295)  0.434
O (0.9824, -2.0621, -5.1378)  -0.683
C (0.1398, -1.3008, -7.2049)  0.559
C (1.4163, -1.2512, -7.7437)  -0.597
C (1.6713, -0.8170, -9.0816)  -0.530
C (0.5801, -0.4678, -9.9518)  -0.853
C (-0.7285, -0.4503, -9.3009)  -0.373
C (-0.9644, -0.9194, -8.0153)  0.155
C (-2.3802, -1.0371, -7.5264)  0.460
O (-3.3856, -0.8085, -8.2334)  -0.679
H (-3.2956, -2.0392, -2.3811)  0.385
H (-5.1052, -1.4868, -3.8261)  0.390
H (-4.5777, -0.9638, -6.1530)  0.382
H (-0.8667, -1.8984, -3.1572)  0.514
H (2.2624, -1.5255, -7.1312)  0.494
H (2.6661, -0.9672, -9.4744)  0.473
H (0.7285, -0.1784, -10.9817)  0.454
H (-1.5291, -0.0348, -9.8950)  0.451

---

Question: Which of these has the lowest HOMO-LUMO gap?
Answer: C76H82Cl9Cu2N5O13